No. 1
Density functional theory data (ωB97M-V/def2-TZVPD) for 4 unconnected molecules or ions with the total composition C3H15NO5.

```
24
Properties=species:S:1:pos:R:3
C 0.49810 1.59597 1.07112
C 0.04151 0.35921 1.83285
O -1.37035 0.37719 2.09477
N -0.42774 1.98755 0.00622
C -0.03165 1.74012 -1.34359
O -0.03525 0.34649 -1.75598
H 0.59515 2.44808 1.75137
H 1.48137 1.41308 0.63829
H 0.57796 0.23345 2.77624
H 0.18187 -0.55202 1.25966
H -1.60508 1.13690 2.63869
H -1.36002 1.62741 0.17146
H -0.74697 2.19580 -2.02666
H 0.96382 2.14432 -1.53591
H 0.76881 -0.11241 -1.42585
H -1.31368 -0.60054 -0.99442
H -1.96652 -0.96158 0.35914
O -1.84030 -1.30550 -0.53540
H -0.01145 -3.67614 -1.33999
H -0.63251 -2.54068 -0.45048
O 0.13862 -3.16487 -0.53218
H 1.40573 -1.98531 -0.61716
H 2.70280 -1.51654 -1.30999
O 1.98576 -1.19000 -0.73221
```

Results
**Energy relative to the best compared isomer or geometry (same formula, charge and spin)**: 0.713 eV
**Multiplicity**: 1
**Gap between HOMO and LUMO**: 9.857 eV
**LUMO level**: 0.0239 hartree
**Net charge**: 0
**HOMO**: -9.21 eV

Atom charges from the Mulliken analysis, given in e for atoms 1 to 4: -0.5215 -0.1959 -0.5910 -0.2769

No. 2
Density functional theory data (ωB97M-V/def2-TZVPD) for 12 unconnected molecules or ions with the total composition C5H33NO11 at a distorted geometry.

```
50
Properties=species:S:1:pos:R:3
C 2.40307 -2.06903 1.29715
C 0.94759 -1.48958 1.45777
C 0.15314 -2.70552 1.17490
C 0.16442 -3.40114 -0.05123
C 0.50102 -4.68590 -0.00355
N -0.40438 -2.67516 -1.11248
H 2.60446 -3.01023 1.72320
H 3.24482 -1.30795 1.59644
H 2.73365 -2.01372 0.20940
H 0.98778 -1.13534 2.61769
H 0.65474 -0.61634 0.86909
H 0.48831 -3.49213 1.92632
H -0.87164 -2.37004 1.50024
H 0.62637 -5.34359 0.81697
H 0.63522 -5.14757 -0.86367
H -0.89035 -1.85304 -0.89543
H -0.41069 -2.91824 -2.06689
H -1.98674 -0.27100 -2.44645
H -0.91022 0.60016 -1.81740
O -1.66505 0.18630 -1.64390
H -0.62074 3.76830 2.46182
H -0.79502 2.68847 1.21745
O -0.30619 3.52095 1.62211
H 1.70517 1.38337 -1.43886
H 1.16412 2.72372 -2.08735
O 1.06087 1.69039 -2.16806
H 0.73692 5.25225 -1.12774
H -0.23648 3.92971 -1.07621
O 0.65903 4.22254 -1.26320
H -3.36581 0.70914 2.60386
H -4.67242 0.20089 2.91083
O -3.77868 -0.11760 2.50036
H -3.37523 -0.96704 0.71589
H -2.91739 -1.20687 -0.77958
O -3.56754 -0.88392 -0.32726
H 3.14517 3.58052 0.45695
H 2.21771 3.07444 -0.51107
O 3.09247 3.14101 -0.37324
H -3.32581 1.41054 -1.55575
H -4.59031 1.93016 -0.99548
O -3.79209 2.27692 -1.38401
H 2.37039 0.90266 0.89311
H 3.57191 0.95743 -0.08558
O 2.66072 0.68510 -0.07920
H -1.70103 0.85930 0.74526
H -2.33185 2.09702 0.17373
O -2.00207 1.82413 1.02161
H 3.26211 -1.58617 -1.42638
H 3.14896 -0.77535 -2.59303
O 3.57763 -1.57299 -2.33912
```

Results
**Energy relative to the best compared isomer or geometry (same formula, charge and spin)**: 6.282 eV
**Multiplicity**: 1
**Gap between HOMO and LUMO**: 8.103 eV
**LUMO level**: -0.0004 hartree
**Net charge**: 0
**HOMO**: -8.12 eV

Atom charges from the Mulliken analysis, given in e for atoms 1 to 4: -0.6263 0.1470 -1.1423 0.9051

No. 3
Density functional theory data (ωB97M-V/def2-TZVPD) for 2 unconnected molecules or ions with the total composition C7H11ClN3S at a distorted geometry.

```
23
Properties=species:S:1:pos:R:3
C -2.16299 2.35790 -0.82527
C -1.20707 2.53290 0.10797
C -2.18455 0.67843 0.56018
C 1.97020 -2.73217 -0.78558
C 2.39906 -1.44337 -1.52885
C 0.47953 -1.11318 0.13624
C -0.28641 1.22198 2.02419
N -1.20474 1.44989 0.95227
N -2.79766 1.17074 -0.56561
N 1.18837 -2.22102 0.27124
S 1.04509 -0.29980 -1.22945
Cl -0.03162 3.79161 0.16013
H -2.37659 3.04301 -1.64757
H 1.30580 -3.44245 -1.37531
H 2.88502 -3.37090 -0.36170
H 3.19684 -0.89786 -0.99535
H 2.46747 -1.58058 -2.67177
H -2.50089 -0.27883 0.95881
H 0.52731 0.58708 1.61616
H 0.16994 2.25244 2.23395
H -0.52256 0.75832 2.98663
H -3.28970 0.49260 -1.09272
H 0.93017 -2.95676 1.07143
```

Results
**Energy relative to the best compared isomer or geometry (same formula, charge and spin)**: 0.383 eV
**Multiplicity**: 3
**Gap between HOMO and LUMO (spin up / spin down)**: 5.492 / 6.716 eV
**LUMO level (spin up / spin down)**: -0.1134 / -0.1799 hartree
**⟨S²⟩**: 2.01
**Net charge**: +1
**HOMO (spin up / spin down)**: -8.58 / -11.61 eV

Atom charges from the Mulliken analysis, given in e for atoms 1 to 4: -0.3542 0.2749 -0.2127 -0.5320

No. 4
Density functional theory data (ωB97M-V/def2-TZVPD) for a molecular structure, C47H46ClN8O4P2Rb at a distorted geometry.

```
109
Properties=species:S:1:pos:R:3
Rb 0.70990 0.33191 0.15307
C 1.09782 -2.02647 4.00232
P 0.55912 -0.35003 3.42890
C -1.09331 -0.12883 4.19660
C -1.65980 1.14434 4.21571
C -2.89943 1.37100 4.79510
C -3.59957 0.31635 5.36836
C -3.05517 -0.96008 5.33890
C -1.81817 -1.18229 4.74762
C 1.55306 0.62259 4.68582
C 2.86246 0.92874 4.30195
C 3.70527 1.67275 5.11416
C 3.25368 2.14433 6.34122
C 1.95962 1.84474 6.74381
C 1.12555 1.08719 5.92879
C 0.43184 -2.97926 3.05114
C 0.44733 -4.35213 2.83389
C -0.33214 -4.55607 1.66151
C -0.76623 -3.29656 1.26079
C -1.50526 -2.83909 0.04044
P -2.94431 -1.76388 0.47834
C -3.87322 -2.84608 1.64341
C -3.77871 -4.23551 1.72167
C -4.57150 -4.95786 2.60003
C -5.49119 -4.30374 3.41276
C -5.59486 -2.92263 3.35029
C -4.78136 -2.20413 2.48074
C -4.03967 -2.00385 -0.99870
C -4.74874 -0.90100 -1.46759
C -5.58085 -1.00083 -2.57371
C -5.71795 -2.21387 -3.23255
C -5.02553 -3.32535 -2.77289
C -4.19715 -3.21688 -1.66406
N -0.30661 -2.34834 2.10831
H 0.83128 -2.16045 5.05792
H 2.19046 -2.03224 3.93187
H -1.12856 1.97999 3.76861
H -3.32241 2.36874 4.78661
H -4.57396 0.48233 5.81340
H -3.60598 -1.79896 5.74565
H -1.42322 -2.18917 4.68126
H 3.22618 0.60410 3.33058
H 4.70895 1.90049 4.77532
H 3.90062 2.74145 6.97306
H 1.59030 2.20015 7.69949
H 0.11860 0.86813 6.26312
H 0.96404 -5.10367 3.41540
H -0.53228 -5.49319 1.15765
H -1.81730 -3.68746 -0.57224
H -0.79032 -2.27938 -0.57086
H -3.05112 -4.75264 1.11074
H -4.46295 -6.03499 2.65385
H -6.11227 -4.86986 4.09775
H -6.29332 -2.39413 3.98962
H -4.84175 -1.12140 2.46199
H -4.60159 0.06088 -0.99332
H -6.09506 -0.12118 -2.94185
H -6.35045 -2.29080 -4.10970
H -5.11896 -4.27748 -3.28315
H -3.66358 -4.09308 -1.31940
N 1.05887 1.39855 -3.09703
C 1.26370 2.63834 -2.66868
N 1.31400 3.62575 -3.57995
C 1.46211 4.83566 -3.07464
N 1.52832 5.87956 -3.96540
N 1.57426 5.15523 -1.77760
C 1.51315 4.08907 -0.97375
N 1.36056 2.83781 -1.32482
C 1.58496 4.38268 0.51618
C 1.76150 5.69497 0.93656
C 1.75624 5.95732 2.29831
C 1.57355 4.90569 3.17686
C 1.41590 3.62806 2.65575
N 1.42536 3.36006 1.35281
H 1.16502 1.24437 -4.08500
H 1.27851 0.60796 -2.50403
H 1.13738 5.67935 -4.87054
H 1.31802 6.78046 -3.57184
H 1.88256 6.47365 0.19955
H 1.88568 6.97203 2.65621
H 1.55464 5.04485 4.25016
H 1.27947 2.78197 3.31883
C -1.71423 4.10629 0.30372
N -1.87428 2.74940 -0.16707
C -2.85598 2.05684 0.64136
C -2.25860 2.78543 -1.56884
C -2.19301 1.50146 -2.39592
C -2.59169 1.70580 -3.72276
C -2.50341 0.68549 -4.65529
C -2.01920 -0.54861 -4.22959
C -1.66540 -0.71505 -2.89623
C -1.72902 0.27383 -1.88336
H -2.66612 4.67535 0.24327
H -0.97618 4.64105 -0.29445
H -1.39143 4.11689 1.34792
H -3.83143 2.58672 0.62041
H -2.52723 1.99421 1.68128
H -2.97205 1.04148 0.26803
H -1.59601 3.51656 -2.05057
H -3.27897 3.22366 -1.64543
H -2.95749 2.68417 -4.03526
H -2.80408 0.84802 -5.68588
H -1.93384 -1.37309 -4.93262
H -1.32317 -1.71652 -2.62544
O 4.46020 -1.68944 -1.40922
Cl 3.48503 -0.70883 -1.03994
O 3.80819 0.59307 -1.58508
O 3.37233 -0.60496 0.41300
O 2.15746 -1.10106 -1.56206
```

Results
**Energy relative to the best compared isomer or geometry (same formula, charge and spin)**: 0.500 eV
**Multiplicity**: 1
**Gap between HOMO and LUMO**: 5.065 eV
**LUMO level**: 0.1340 hartree
**Net charge**: -2
**HOMO**: -1.42 eV

Atom charges from the Mulliken analysis, given in e for atoms 1 to 4: 0.5211 -1.6572 1.2681 0.7262

No. 5
Density functional theory data (ωB97M-V/def2-TZVPD) for a molecular structure, C7H14Cl2FO6Pd at a distorted geometry.

```
31
Properties=species:S:1:pos:R:3
Pd -1.20954 -0.98713 -0.21329
F 0.58190 -1.72875 -0.41821
C 1.99042 0.46384 1.58364
O 1.03094 1.14184 2.40929
C -0.20965 0.79098 2.28190
O -0.57403 -0.24201 1.71401
O -0.99469 1.65378 2.87378
C -2.39212 1.35276 3.02603
H 1.86775 -0.61438 1.62365
H 2.97038 0.74326 1.95224
H 1.89172 0.81096 0.55510
H -2.59156 0.30012 2.83920
H -2.96656 1.97330 2.34225
H -2.67001 1.58687 4.04816
C -2.45906 2.77510 -1.65031
O -1.26812 2.58277 -2.43726
C -0.46749 1.60476 -2.14408
O -0.63813 0.79062 -1.22385
O 0.56486 1.60106 -2.91963
C 1.47068 0.46000 -2.82487
H -2.20343 3.31583 -0.73929
H -2.94367 1.83471 -1.40532
H -3.09814 3.40541 -2.25653
H 2.21881 0.64299 -3.58511
H 0.93205 -0.45405 -3.06108
H 1.90536 0.40091 -1.83427
C 1.79655 -5.10052 -0.09824
Cl 3.34390 -5.86270 0.33789
Cl 0.81913 -6.14019 -1.10176
H 1.31701 -4.97153 0.86492
H 1.98475 -4.13061 -0.53896
```

Results
**Energy relative to the best compared isomer or geometry (same formula, charge and spin)**: 0.000 eV
**Multiplicity**: 3
**Gap between HOMO and LUMO (spin up / spin down)**: 7.891 / 5.859 eV
**LUMO level (spin up / spin down)**: -0.1780 / -0.2526 hartree
**⟨S²⟩**: 2.00
**Net charge**: +1
**HOMO (spin up / spin down)**: -12.73 / -12.73 eV

Atom charges from the Mulliken analysis, given in e for atoms 1 to 4: 1.0034 -0.5219 -0.5140 -0.3291